# C5H9N

C5H9N in the gas phase (ωB97M-V/def2-TZVPD, OMol25).

Geometry (Å):
C (2.41, 0.13, -0.24)
C (1.44, -0.76, 0.07)
C (0.10, -0.19, 0.54)
N (-0.19, 1.12, 0.02)
C (-0.96, -0.08, -0.41)
C (-2.38, -0.26, -0.06)
H (2.33, 1.28, -0.16)
H (3.39, -0.05, -0.54)
H (1.57, -1.86, 0.20)
H (-0.07, -0.42, 1.68)
H (-0.58, 1.62, 0.80)
H (-0.78, -0.30, -1.43)
H (-2.42, -1.45, -0.03)
H (-2.73, 0.22, 0.83)
H (-3.07, 0.05, -0.93)

## Properties
Energy above the lowest of the compared OMol25 structures with the same formula, charge and spin in kJ/mol: 254.2
Total charge: 0
SMILES string: C=C[C@H]1N[C@@H]1C
Kohn-Sham gap in eV: 10.27

---

# C4H12

2 unconnected molecules or ions with the total composition C4H12 (ωB97M-V/def2-TZVPD, OMol25).

Geometry (Å):
C (0.41, 1.04, 1.75)
C (1.86, 0.93, 2.15)
H (-0.42, 1.23, 2.63)
H (0.21, 1.91, 1.07)
H (-0.17, 0.34, 1.25)
H (2.04, 0.54, 3.13)
H (2.50, 1.81, 1.93)
H (2.29, 0.14, 1.52)
C (-1.88, -0.85, -1.89)
C (-0.36, -1.16, -1.98)
H (-2.52, -1.62, -2.22)
H (-2.05, -0.61, -0.83)
H (-2.12, 0.13, -2.54)
H (0.15, -0.17, -2.20)
H (-0.12, -1.77, -2.77)
H (0.01, -1.71, -1.13)

## Properties
Energy above the lowest of the compared OMol25 structures with the same formula, charge and spin in kJ/mol: 120.5
Total charge: 0
SMILES string: CC.CC
Kohn-Sham gap in eV: 12.25

---

# C4H11NO4

2 unconnected molecules or ions with the total composition C4H11NO4 (ωB97M-V/def2-TZVPD, OMol25).

Geometry (Å):
O (-0.61, -2.95, 0.21)
C (-0.32, -1.93, 0.75)
C (-0.63, -0.53, 0.19)
C (-0.23, -0.47, -1.27)
O (-1.10, 0.38, -1.98)
N (0.10, 0.61, 1.06)
C (1.45, 0.19, 1.62)
O (1.86, -0.54, 0.43)
H (0.34, -1.97, 1.64)
H (-1.71, -0.31, 0.40)
H (0.80, -0.17, -1.51)
H (-0.30, -1.48, -1.60)
H (-1.52, -0.04, -2.74)
H (0.16, 1.51, 0.58)
H (2.08, 1.12, 1.65)
H (1.47, -0.55, 2.43)
H (2.82, -0.62, 0.23)
O (-1.40, 2.91, -0.41)
H (-1.67, 2.88, -1.36)
H (-1.59, 1.96, -0.33)

## Properties
Energy above the lowest of the compared OMol25 structures with the same formula, charge and spin in kJ/mol: 318.4
Total charge: 0
SMILES string: O=C[C@H](CO)NCO.O
Kohn-Sham gap in eV: 9.68

---

# C38H77AsF7O17S4

A molecular structure, C38H77AsF7O17S4 (ωB97M-V/def2-TZVPD, OMol25).

Geometry (Å):
As (-0.07, 0.29, -0.29)
F (-0.52, 0.96, -1.88)
F (-0.58, 1.78, 0.59)
F (0.61, -0.36, 1.25)
F (0.47, -1.21, -1.09)
F (1.60, 0.98, -0.55)
F (-1.66, -0.45, 0.15)
C (-0.48, -2.09, 2.99)
C (0.31, -0.98, 3.64)
C (-0.70, -0.13, 4.37)
O (-1.93, -0.44, 3.70)
C (-1.66, -1.29, 2.59)
H (-0.79, -2.85, 3.72)
H (-0.03, -2.68, 2.19)
H (0.86, -0.42, 2.88)
H (0.98, -1.39, 4.40)
H (-0.44, 0.93, 4.36)
H (-0.68, -0.42, 5.42)
H (-1.38, -0.66, 1.74)
H (-2.53, -1.93, 2.43)
C (0.43, 3.06, 2.16)
C (-0.31, 4.29, 1.75)
C (-1.72, 3.82, 1.75)
O (-1.72, 3.00, 2.94)
C (-0.53, 2.25, 2.97)
H (1.35, 3.22, 2.73)
H (0.71, 2.46, 1.29)
H (0.05, 4.78, 0.84)
H (-0.35, 4.99, 2.58)
H (-2.03, 3.21, 0.91)
H (-2.47, 4.60, 1.87)
H (-0.70, 1.26, 2.52)
H (-0.13, 2.24, 3.98)
C (2.45, 0.72, 1.84)
C (2.61, 0.61, 3.37)
C (3.98, 1.16, 3.55)
O (4.01, 2.25, 2.68)
C (3.09, 2.09, 1.54)
H (1.45, 0.72, 1.40)
H (2.99, -0.11, 1.40)
H (2.45, -0.38, 3.81)
H (1.89, 1.23, 3.90)
H (4.79, 0.50, 3.24)
H (4.11, 1.47, 4.59)
H (3.51, 2.07, 0.53)
H (2.39, 2.93, 1.50)
C (-1.68, 3.53, -1.77)
C (-1.83, 4.99, -1.57)
C (-0.44, 5.60, -1.55)
O (0.40, 4.46, -1.41)
C (-0.28, 3.22, -1.20)
H (-1.76, 3.26, -2.83)
H (-2.46, 2.94, -1.30)
H (-2.19, 5.22, -0.56)
H (-2.41, 5.53, -2.32)
H (-0.33, 6.34, -0.76)
H (-0.35, 6.11, -2.51)
H (-0.36, 3.18, -0.11)
H (0.29, 2.36, -1.54)
C (-2.93, -3.37, -0.79)
C (-1.62, -3.99, -0.43)
C (-0.95, -2.97, 0.46)
O (-2.09, -2.49, 1.19)
C (-3.36, -2.60, 0.48)
H (-3.69, -4.10, -1.08)
H (-2.75, -2.77, -1.68)
H (-1.07, -4.09, -1.37)
H (-1.67, -4.94, 0.10)
H (-0.44, -2.13, 0.01)
H (-0.27, -3.48, 1.14)
H (-3.78, -1.64, 0.19)
H (-4.02, -3.25, 1.05)
O (-2.04, 0.43, -3.57)
S (-2.23, -0.92, -3.08)
O (-3.55, -1.27, -2.50)
O (-1.91, -2.04, -4.33)
C (-2.78, -1.90, -5.42)
C (-2.44, -2.92, -6.47)
C (-0.84, -1.26, -1.89)
H (-2.70, -0.90, -5.84)
H (-3.80, -2.14, -5.12)
H (-1.40, -3.03, -6.78)
H (-3.10, -2.80, -7.33)
H (-2.78, -3.88, -6.07)
H (-0.82, -2.34, -1.71)
H (-1.02, -0.73, -0.96)
H (0.11, -0.92, -2.31)
O (1.53, -0.52, -6.24)
S (0.89, -0.73, -4.95)
O (0.18, -1.98, -4.64)
O (2.02, -0.50, -3.72)
C (2.76, 0.73, -3.71)
C (2.40, 1.72, -2.53)
C (-0.25, 0.69, -4.46)
H (2.72, 1.25, -4.67)
H (3.82, 0.48, -3.68)
H (3.01, 1.53, -1.65)
H (1.38, 1.58, -2.20)
H (2.54, 2.73, -2.91)
H (0.09, 1.70, -4.70)
H (-0.38, 0.64, -3.38)
H (-1.16, 0.50, -5.02)
O (4.00, -3.40, 1.67)
S (2.59, -3.42, 1.32)
O (1.99, -4.40, 0.43)
O (1.74, -3.50, 2.72)
C (2.22, -2.81, 3.86)
C (1.33, -3.26, 4.99)
C (2.11, -1.74, 0.78)
H (2.20, -1.72, 3.77)
H (3.26, -3.08, 4.05)
H (0.28, -3.21, 4.69)
H (1.38, -2.65, 5.90)
H (1.49, -4.32, 5.18)
H (2.36, -1.76, -0.28)
H (2.69, -0.99, 1.32)
H (1.05, -1.70, 1.03)
O (-5.24, 1.83, 2.71)
S (-4.43, 0.80, 2.07)
O (-4.69, -0.63, 2.18)
O (-4.37, 1.19, 0.53)
C (-3.87, 0.24, -0.35)
C (-2.90, 0.84, -1.39)
C (-2.61, 1.17, 2.40)
H (-4.69, -0.25, -0.88)
H (-3.31, -0.57, 0.11)
H (-2.20, 1.57, -1.00)
H (-3.33, 1.52, -2.13)
H (-2.38, 0.09, -1.98)
H (-2.47, 0.92, 3.45)
H (-2.44, 2.23, 2.23)
H (-2.02, 0.56, 1.72)
F (4.56, -1.08, 1.60)
C (4.29, -1.02, 0.22)
C (5.17, -1.69, -0.64)
C (4.93, -1.79, -2.00)
C (3.80, -1.22, -2.49)
C (2.86, -0.62, -1.63)
C (3.11, -0.38, -0.28)
H (6.07, -2.15, -0.26)
H (5.65, -2.34, -2.58)
H (3.63, -1.39, -3.55)
H (1.92, -0.26, -2.01)
H (2.38, 0.19, 0.28)

## Properties
Total charge: -1
Kohn-Sham gap in eV: 6.08

---

# C2H4O2S

C2H4O2S in the gas phase (ωB97M-V/def2-TZVPD, OMol25).

Geometry (Å):
C (-0.29, -0.11, -0.20)
C (1.06, 0.59, 0.00)
O (-2.85, -0.25, 0.01)
O (-0.39, -1.44, -0.18)
S (-1.76, 0.73, 0.15)
H (0.71, 1.69, 0.27)
H (1.58, 0.55, -1.01)
H (1.58, 0.08, 0.80)
H (0.34, -1.84, 0.16)

## Properties
Energy above the lowest of the compared OMol25 structures with the same formula, charge and spin in kJ/mol: 229.1
Total charge: 0
Kohn-Sham gap (alpha / beta) in eV: 8.38 / 8.39

---

# C20H66O13

13 unconnected molecules or ions with the total composition C20H66O13 (ωB97M-V/def2-TZVPD, OMol25).

Geometry (Å):
C (-2.93, 0.65, 4.36)
C (-4.43, 0.76, 4.51)
O (-4.73, 1.76, 5.47)
H (-2.55, 0.19, 5.27)
H (-2.48, 1.63, 4.18)
H (-2.69, -0.06, 3.57)
H (-4.89, -0.18, 4.80)
H (-4.88, 1.00, 3.55)
H (-5.52, 1.48, 5.93)
C (2.02, -0.66, -3.01)
C (2.08, 0.86, -2.72)
O (0.81, 1.41, -3.12)
H (1.99, -0.85, -4.09)
H (1.19, -1.10, -2.47)
H (2.92, -1.18, -2.69)
H (2.88, 1.36, -3.26)
H (2.18, 1.00, -1.64)
H (0.68, 1.35, -4.07)
C (-3.47, 1.09, 0.14)
C (-2.69, 2.07, 0.96)
O (-2.74, 3.31, 0.34)
H (-3.24, 0.07, 0.47)
H (-3.09, 1.09, -0.89)
H (-4.55, 1.20, 0.11)
H (-1.63, 1.83, 1.06)
H (-3.15, 2.09, 1.94)
H (-2.08, 3.20, -0.35)
C (2.44, -0.72, 3.55)
C (1.22, 0.11, 4.09)
O (0.66, 1.02, 3.16)
H (3.19, -0.06, 3.12)
H (2.13, -1.46, 2.80)
H (2.91, -1.28, 4.36)
H (1.67, 0.72, 4.86)
H (0.52, -0.52, 4.64)
H (1.34, 1.48, 2.67)
C (6.12, -0.11, 0.52)
C (4.90, 0.18, -0.39)
O (3.72, 0.19, 0.34)
H (6.13, 0.70, 1.24)
H (7.04, -0.23, -0.06)
H (5.98, -1.07, 1.03)
H (4.88, -0.62, -1.13)
H (5.05, 1.07, -1.00)
H (3.50, -0.72, 0.56)
C (-1.89, 5.12, -2.22)
C (-1.18, 3.85, -2.84)
O (-0.93, 2.93, -1.81)
H (-1.80, 5.98, -2.88)
H (-1.64, 5.43, -1.21)
H (-2.97, 4.92, -2.23)
H (-0.22, 4.08, -3.30)
H (-1.90, 3.41, -3.53)
H (-0.33, 2.30, -2.21)
C (1.10, 4.25, 1.67)
C (1.80, 3.14, 0.84)
O (2.56, 2.28, 1.57)
H (0.43, 3.73, 2.35)
H (0.52, 4.97, 1.10)
H (1.87, 4.75, 2.26)
H (2.45, 3.53, 0.05)
H (1.02, 2.64, 0.26)
H (2.99, 1.66, 0.98)
C (-0.21, -0.68, 0.01)
O (-0.64, -0.89, 1.38)
H (0.74, -1.20, -0.13)
H (-0.93, -1.09, -0.70)
H (-0.08, 0.35, -0.31)
H (-0.24, -0.25, 1.98)
C (4.25, -3.40, -0.20)
O (3.10, -2.72, 0.27)
H (5.15, -2.93, 0.20)
H (4.26, -4.45, 0.11)
H (4.40, -3.26, -1.27)
H (2.36, -3.18, -0.12)
C (-2.35, -0.24, -3.76)
O (-3.23, -1.23, -3.25)
H (-2.41, -0.12, -4.84)
H (-2.54, 0.74, -3.31)
H (-1.31, -0.48, -3.55)
H (-4.13, -0.94, -3.42)
C (-2.17, -4.50, -2.53)
O (-1.63, -3.25, -2.19)
H (-2.41, -4.62, -3.59)
H (-1.51, -5.33, -2.27)
H (-3.07, -4.61, -1.92)
H (-2.26, -2.64, -2.60)
C (-3.77, -3.05, 0.85)
O (-3.27, -2.41, 2.03)
H (-3.54, -2.57, -0.11)
H (-3.29, -4.03, 0.81)
H (-4.85, -3.23, 0.90)
H (-2.38, -2.08, 1.88)
C (1.55, -4.26, -2.17)
O (0.83, -3.93, -0.99)
H (2.37, -4.95, -1.96)
H (0.95, -4.73, -2.94)
H (2.00, -3.37, -2.61)
H (0.00, -3.50, -1.20)

## Properties
Energy above the lowest of the compared OMol25 structures with the same formula, charge and spin in kJ/mol: 222.1
Total charge: 0
Kohn-Sham gap in eV: 9.28

---

# C24H29CrN3O7S

A molecular structure, C24H29CrN3O7S (ωB97M-V/def2-TZVPD, OMol25).

Geometry (Å):
Cr (1.43, 0.58, 0.31)
C (-1.06, 1.84, -1.46)
O (0.36, 1.80, -1.23)
C (1.08, 1.98, -2.46)
C (2.50, 2.26, -2.05)
O (2.88, 1.28, -1.08)
C (3.84, 0.27, -1.44)
C (3.10, -1.03, -1.59)
O (2.30, -1.19, -0.41)
C (2.75, -2.23, 0.47)
H (-1.32, 2.84, -1.82)
H (-1.35, 1.08, -2.18)
H (-1.55, 1.65, -0.51)
H (0.98, 1.08, -3.06)
H (0.66, 2.83, -3.00)
H (3.17, 2.24, -2.90)
H (2.58, 3.24, -1.56)
H (4.36, 0.56, -2.36)
H (4.56, 0.23, -0.62)
H (2.41, -1.00, -2.44)
H (3.78, -1.87, -1.70)
H (2.73, -3.18, -0.07)
H (3.74, -2.00, 0.85)
H (2.04, -2.28, 1.29)
O (4.11, 1.39, 3.11)
C (3.20, 1.42, 2.32)
O (2.96, 0.52, 1.40)
C (2.21, 2.55, 2.29)
C (2.29, 3.62, 3.16)
C (1.33, 4.62, 3.07)
C (0.33, 4.49, 2.11)
C (0.32, 3.38, 1.29)
N (1.25, 2.42, 1.37)
H (3.10, 3.65, 3.87)
H (1.36, 5.47, 3.72)
H (-0.44, 5.24, 2.01)
H (-0.44, 3.26, 0.54)
C (-6.44, -2.68, -1.90)
C (-4.96, -2.43, -1.72)
C (-4.02, -3.33, -2.21)
C (-2.66, -3.10, -2.06)
C (-2.24, -1.94, -1.42)
C (-3.16, -1.03, -0.93)
C (-4.52, -1.28, -1.07)
S (-0.50, -1.67, -1.30)
O (0.09, -2.95, -1.01)
O (-0.03, -0.97, -2.48)
N (-0.31, -0.61, -0.09)
C (-0.40, -1.02, 1.22)
C (-1.15, -2.03, 1.82)
C (-1.03, -2.18, 3.19)
C (-0.18, -1.35, 3.92)
C (0.55, -0.40, 3.25)
N (0.43, -0.25, 1.93)
H (-6.63, -3.71, -2.19)
H (-6.84, -2.04, -2.68)
H (-6.98, -2.47, -0.98)
H (-4.35, -4.24, -2.70)
H (-1.93, -3.81, -2.42)
H (-2.83, -0.15, -0.40)
H (-5.24, -0.58, -0.67)
H (-1.79, -2.68, 1.23)
H (-1.60, -2.94, 3.70)
H (-0.07, -1.46, 4.99)
H (1.25, 0.25, 3.76)

## Properties
Expectation value of S²: 0.7682
Energy above the lowest of the compared OMol25 structures with the same formula, charge and spin in kJ/mol: 0.0
Total charge: +1
Multiplicity: 2
Kohn-Sham gap (alpha / beta) in eV: 8.24 / 8.53

---

# C33H37N2Si

A gas-phase ion, C33H37N2Si (charge +1) (ωB97M-V/def2-TZVPD, OMol25).

Geometry (Å):
C (-0.07, -2.21, -2.80)
N (1.27, -2.02, -2.26)
C (2.22, -3.00, -2.73)
C (1.73, -0.64, -2.29)
C (2.51, -0.15, -1.09)
C (1.52, 0.28, -0.08)
N (1.15, 1.53, 0.08)
C (1.68, 2.62, -0.77)
C (0.98, 3.89, -0.29)
C (-0.14, 3.48, 0.67)
C (0.09, 1.99, 1.01)
Si (-1.55, 1.03, 1.03)
C (-1.18, -0.74, 1.47)
C (-0.70, -1.03, 2.76)
C (-0.13, -2.28, 3.01)
C (-0.02, -3.21, 1.98)
C (-0.59, -2.95, 0.73)
C (-1.27, -1.75, 0.51)
C (-2.33, 1.22, -0.65)
C (-3.73, 1.31, -0.80)
C (-4.28, 1.46, -2.08)
C (-3.46, 1.55, -3.21)
C (-2.07, 1.47, -3.06)
C (-1.51, 1.32, -1.78)
C (-2.73, 1.56, 2.37)
C (-3.85, 0.75, 2.61)
C (-4.75, 1.08, 3.63)
C (-4.52, 2.21, 4.43)
C (-3.40, 3.01, 4.19)
C (-2.50, 2.69, 3.16)
C (3.53, -1.18, -0.59)
C (4.63, -1.45, -1.41)
C (5.47, -2.53, -1.13)
C (5.23, -3.32, 0.00)
C (4.20, -2.97, 0.88)
C (3.40, -1.86, 0.63)
H (-0.18, -3.24, -3.16)
H (-0.82, -2.03, -2.01)
H (-0.28, -1.51, -3.63)
H (1.69, -3.91, -3.02)
H (2.80, -2.62, -3.59)
H (2.93, -3.26, -1.93)
H (2.36, -0.52, -3.20)
H (0.83, -0.04, -2.44)
H (3.09, 0.71, -1.46)
H (1.00, -0.51, 0.48)
H (1.47, 2.42, -1.83)
H (2.78, 2.69, -0.67)
H (0.60, 4.46, -1.14)
H (1.71, 4.52, 0.23)
H (-1.12, 3.62, 0.19)
H (-0.13, 4.06, 1.59)
H (0.44, 1.87, 2.05)
H (-0.78, -0.28, 3.55)
H (0.24, -2.51, 4.02)
H (0.49, -4.17, 2.15)
H (-0.51, -3.68, -0.08)
H (-1.88, -1.59, -0.39)
H (-4.37, 1.27, 0.08)
H (-5.36, 1.52, -2.19)
H (-3.89, 1.69, -4.20)
H (-1.41, 1.53, -3.92)
H (-0.43, 1.32, -1.66)
H (-4.02, -0.15, 2.01)
H (-5.62, 0.45, 3.80)
H (-5.21, 2.45, 5.23)
H (-3.22, 3.90, 4.80)
H (-1.62, 3.31, 2.99)
H (4.79, -0.84, -2.30)
H (6.30, -2.76, -1.81)
H (5.83, -4.22, 0.18)
H (4.03, -3.56, 1.79)
H (2.64, -1.55, 1.36)

## Properties
Energy above the lowest of the compared OMol25 structures with the same formula, charge and spin in kJ/mol: 24.1
Total charge: +1
SMILES string: CN(C)C[C@@H](/C=[N+]1\CCC[C@H]1[Si](c1ccccc1)(c1ccccc1)c1ccccc1)c1ccccc1
Kohn-Sham gap in eV: 7.59

---

# C2H11N4

3 unconnected molecules or ions with the total composition C2H11N4 (ωB97M-V/def2-TZVPD, OMol25).

Geometry (Å):
C (-1.69, -1.59, 0.12)
C (-0.63, 1.09, -0.49)
N (-1.94, -0.38, 0.25)
N (2.58, -0.26, 0.38)
N (0.25, 0.39, -1.19)
N (-0.22, 1.58, 0.65)
H (-2.59, -2.23, 0.25)
H (-0.69, -1.95, -0.06)
H (-2.88, -0.03, 0.43)
H (-1.43, 1.47, -1.04)
H (3.28, 0.03, 1.01)
H (2.87, -0.44, -0.53)
H (1.19, 0.25, -0.76)
H (-0.15, 0.06, -2.14)
H (2.19, -1.14, 0.83)
H (0.51, 0.90, 1.04)
H (-0.65, 2.23, 1.26)

## Properties
Energy above the lowest of the compared OMol25 structures with the same formula, charge and spin in kJ/mol: 235.1
Total charge: +1
Kohn-Sham gap in eV: 10.89

---

# C6H8

C6H8 in the gas phase (ωB97M-V/def2-TZVPD, OMol25).

Geometry (Å):
C (2.87, -0.43, -0.68)
C (1.74, -0.38, -0.25)
C (0.40, -0.32, 0.32)
C (-0.29, 1.06, 0.50)
C (-1.63, 0.34, 0.26)
C (-0.85, -0.77, -0.49)
H (3.87, -0.47, -1.05)
H (0.41, -0.84, 1.29)
H (-0.13, 1.59, 1.44)
H (-0.04, 1.72, -0.34)
H (-2.02, -0.04, 1.21)
H (-2.43, 0.88, -0.26)
H (-0.72, -0.54, -1.56)
H (-1.17, -1.81, -0.38)

## Properties
Energy above the lowest of the compared OMol25 structures with the same formula, charge and spin in kJ/mol: 161.2
Total charge: 0
SMILES string: C#CC1CCC1
Kohn-Sham gap in eV: 10.98